# 1
The following is a quantum chemistry calculation of a molecular structure, C8H18BBeBrCaClF5MgNNaO8P in a non-equilibrium geometry, from OMol25.

Properties
Charge: +1
HOMO (eV): -8.90
Energy relative to the best compared isomer or geometry (same formula, charge and spin) (kJ/mol): 382.3
Strongest force on any atom (eV/A): 4.4
E_LUMO (Eh): -0.268

Last column: natural (NBO) charge in e.
Positions of all 48 atoms, in Å:
N 4.176926 -0.879646 3.752456  -1.510
P 4.219536 -0.066848 2.370245  1.587
O 2.947250 -0.324801 1.373632  -0.767
C 2.733423 -1.664101 1.143980  0.996
O 3.579291 -2.436531 1.091189  -0.515
O 1.444108 -1.979339 0.970186  -0.508
C 0.823127 -2.238828 2.257749  -0.075
C 0.073189 -1.028112 2.817798  -0.456
C -0.634690 -0.250146 1.677757  -0.381
Cl -2.023623 0.703099 2.299660  -0.040
H 3.342422 -1.464370 3.768500  0.409
H 5.413790 -0.356021 1.675198  -0.029
H 4.157758 1.306684 2.680545  -0.004
H 0.095440 -3.030082 2.084265  0.240
H 1.574696 -2.571524 2.980088  0.184
H 0.705853 -0.310618 3.351335  0.207
H -0.706778 -1.339783 3.516372  0.261
H 0.075986 0.420962 1.193387  0.196
H -0.952897 -0.987656 0.936868  0.235
Be -2.874771 1.212330 -0.199079  0.434
B -6.488321 0.050100 0.458330  1.345
F -5.125474 -0.407496 0.300527  -0.616
F -7.254639 -0.999201 0.949512  -0.558
F -6.500318 1.131119 1.378339  -0.562
F -6.955957 0.448348 -0.782851  -0.543
C 2.381139 -4.043843 -1.422863  -0.584
C 3.080842 -4.817899 -2.589987  -0.060
O 2.137768 -5.230038 -3.406893  -0.418
H 1.693077 -4.684424 -0.872262  0.214
H 3.136112 -3.685107 -0.720645  0.199
H 1.828762 -3.178415 -1.791006  0.201
H 3.705810 -5.588301 -2.091808  0.149
H 3.840162 -4.113560 -2.991116  0.142
Mg -0.422941 2.019758 -1.229785  0.879
C -0.360071 6.223625 -0.712098  -0.101
O -0.051333 6.003364 0.503051  -0.608
H -1.429825 6.160770 -1.000320  0.123
H -0.008271 7.158497 -1.195601  0.176
H 0.120551 5.414419 -1.463528  0.115
Br -0.601482 4.384610 -3.010257  0.038
Na -3.249158 3.620083 0.802348  0.940
C -1.992795 2.258911 -4.784382  0.949
O -0.936425 1.669730 -5.014162  -0.738
O -3.096796 1.771490 -5.416134  -0.665
O -2.199099 3.258664 -4.015705  -0.670
H -2.636056 1.058761 -5.887657  0.499
F -7.114272 2.984971 -0.265318  -0.475
Ca 6.328971 -1.583605 4.530140  1.164

Forces on atoms 1 to 3 (eV/Å):
0.383 -0.143 -0.939
-0.133 -0.043 0.753
0.481 0.921 0.990

# 2
The following is a quantum chemistry calculation of 2 unconnected molecules or ions with the total composition CH6N5S in a non-equilibrium geometry, from OMol25.

Properties
Charge: +1
HOMO (eV): -13.08
Energy relative to the best compared isomer or geometry (same formula, charge and spin) (kJ/mol): 83.5
Strongest force on any atom (eV/A): 5.0
E_LUMO (Eh): -0.160

Last column: natural (NBO) charge in e.
Positions of all 13 atoms, in Å:
C 2.062939 -0.125074 2.112832  0.306
N 0.209266 0.779922 -0.870601  -0.337
N 2.938688 0.575356 1.663725  -0.622
N -1.832638 0.259225 -1.656874  -0.607
N -0.922883 -0.900691 0.035464  -0.573
N -0.787158 0.078534 -0.816530  0.359
S 0.853163 -1.076955 2.592885  -0.071
H 0.249754 1.508851 -1.605323  0.378
H 3.720843 1.139470 2.040004  0.465
H -1.720174 0.840762 -2.481380  0.429
H -2.647204 -0.283095 -1.579965  0.413
H -0.385844 -1.288125 0.863063  0.463
H -1.738752 -1.508180 -0.297300  0.396

Forces on atoms 1 to 3 (eV/Å):
1.040 0.903 -0.769
1.834 0.487 0.461
-1.022 -0.915 1.511